Record 1
A molecular structure, C5H10O2 at a distorted geometry, computed with wB97M-V/def2-TZVPD.

Element x y z (Å)
C 0.34 -0.95 -0.37
C -0.85 0.93 0.12
C -0.26 -1.92 0.63
C -0.63 2.35 -0.38
C 0.92 0.23 0.12
O 1.85 -1.69 -0.92
O 1.85 0.84 0.49
H 2.46 -1.83 -0.18
H -0.04 -0.92 -1.38
H -1.66 0.45 -0.42
H -1.07 0.87 1.18
H 0.27 -1.88 1.58
H -1.31 -1.71 0.81
H -0.12 -2.92 0.23
H -1.55 2.93 -0.30
H -0.33 2.36 -1.43
H 0.13 2.86 0.21

Its total energy is -9438.6359 eV. The strongest force on any atom is 6.77 eV/A. The calculation puts the HOMO-LUMO gap at 9.243 eV. Its highest occupied orbital energy is -8.52 eV. The energy above the lowest of the compared OMol25 structures with the same formula, charge and spin is 4.407 eV.

Record 2
2 unconnected molecules or ions with the total composition C17H21Cl2N3O3 at a distorted geometry, computed with wB97M-V/def2-TZVPD.

Element x y z (Å)
O -0.35 -0.97 -1.64
C 0.65 -0.73 -1.18
N 1.79 -1.42 -1.61
C 1.74 -2.43 -2.74
C 0.94 -2.28 -4.09
C 1.14 -3.29 -5.01
C 1.86 -4.42 -4.80
C 2.35 -4.80 -3.44
C 2.40 -3.78 -2.53
Cl 3.25 -3.85 -1.03
H 3.07 -5.76 -3.13
H 1.72 -5.51 -5.36
H 0.42 -3.14 -5.96
Cl 0.51 -0.79 -4.32
H 2.57 -1.51 -1.24
C 1.21 0.21 -0.27
N -0.09 1.02 0.23
C 0.38 2.11 1.01
C -0.99 2.82 1.58
N -1.70 2.05 2.20
C -2.22 2.07 3.47
O -2.62 1.29 4.06
C -1.55 3.39 4.29
C -2.08 3.58 5.60
H -3.07 2.47 5.91
C -3.04 4.91 5.66
H -2.48 5.77 5.88
C -3.15 5.02 4.23
H -3.95 4.58 3.62
H -3.24 6.24 3.79
O -1.99 4.52 3.60
H -4.06 4.77 6.08
H -1.48 3.52 6.45
H -0.62 3.41 4.14
C -2.20 0.83 1.41
C -0.83 -0.02 1.29
H -1.36 -0.92 0.55
H -0.21 -0.16 2.03
H -2.80 0.19 2.14
H -2.54 1.01 0.57
H -0.63 3.95 1.95
H -1.17 3.14 0.44
H 1.02 2.66 0.37
H 0.84 1.86 1.87
H 1.80 0.75 -0.65
H 1.54 -0.26 0.67

Its total energy is -53611.2244 eV. The strongest force on any atom is 19.65 eV/A. The calculation puts the HOMO-LUMO gap at 8.393 eV. Its highest occupied orbital energy is -8.18 eV. The energy above the lowest of the compared OMol25 structures with the same formula, charge and spin is 17.117 eV.

Record 3
A single C4H8N2S molecule at a distorted geometry, computed with wB97M-V/def2-TZVPD.

Element x y z (Å)
C -0.63 1.49 0.39
C -0.67 0.48 -0.71
C -1.42 -0.79 -0.56
N 0.01 -0.81 -0.75
N 0.79 -1.06 0.37
C 2.06 -0.67 0.37
S 2.85 0.36 -0.60
H -1.58 2.14 0.52
H 0.20 2.24 0.37
H -0.50 1.06 1.37
H -0.43 0.91 -1.79
H -1.88 -0.99 0.43
H -2.10 -1.24 -1.37
H 0.72 -1.98 0.79
H 2.56 -1.15 1.17

Its total energy is -18090.2751 eV. The strongest force on any atom is 3.82 eV/A. The calculation puts the HOMO-LUMO gap at 9.150 eV. Its highest occupied orbital energy is -8.32 eV. The energy above the lowest of the compared OMol25 structures with the same formula, charge and spin is 3.467 eV.